[1]
{
  "formula": "C39H93N4O10",
  "method": "ωB97M-V with the def2-TZVPD basis set",
  "homo_ev": -10.89,
  "total_charge": 1,
  "homo_lumo_gap_ev": 7.832,
  "symbols": ["C", "O", "C", "C", "C", "N", "C", "N", "C", "C", "C", "C", "C", "N", "C", "C", "O", "C", "C", "C", "N", "H", "H", "H", "H", "H", "H", "H", "H", "H", "H", "H", "H", "H", "H", "H", "H", "H", "H", "H", "H", "H", "H", "H", "H", "H", "H", "H", "H", "H", "C", "C", "C", "O", "H", "H", "H", "H", "H", "H", "H", "H", "C", "C", "C", "O", "H", "H", "H", "H", "H", "H", "H", "H", "C", "C", "C", "O", "H", "H", "H", "H", "H", "H", "H", "H", "C", "C", "C", "O", "H", "H", "H", "H", "H", "H", "H", "H", "C", "C", "C", "O", "H", "H", "H", "H", "H", "H", "H", "H", "C", "C", "C", "O", "H", "H", "H", "H", "H", "H", "H", "H", "C", "C", "C", "O", "H", "H", "H", "H", "H", "H", "H", "H", "C", "C", "C", "O", "H", "H", "H", "H", "H", "H", "H", "H"],
  "positions_angstrom": [[3.7479, 3.7912, 1.3734], [2.4821, 3.9466, 2.0280], [1.4541, 4.2986, 1.0863], [0.0787, 4.2047, 1.8567], [-0.8509, 3.0048, 1.3923], [-0.2738, 1.6710, 1.6921], [0.9069, 1.1205, 1.2647], [1.2105, -0.1326, 1.7413], [0.1101, -0.4883, 2.5592], [-0.2246, -1.7401, 3.4155], [0.1506, -3.1538, 2.7961], [0.5632, -3.1728, 1.2797], [-0.5841, -2.7103, 0.2662], [-0.5063, -3.5567, -0.9525], [0.7200, -3.3564, -1.6956], [0.7676, -2.3368, -2.9115], [1.7605, -3.9654, -1.4811], [-0.8266, 0.6483, 2.5505], [-2.1617, 0.7766, 3.3331], [-3.4715, 0.8219, 2.4299], [-3.9508, -0.5494, 2.1364], [4.5873, 3.7980, 2.1324], [3.8295, 2.7854, 0.8498], [3.9515, 4.6465, 0.6599], [1.6656, 5.3362, 0.6768], [1.4360, 3.6072, 0.1880], [0.2432, 4.2252, 2.9754], [-0.4919, 5.1569, 1.6265], [-1.0771, 3.1294, 0.3005], [-1.8322, 3.1537, 1.9354], [1.6422, 1.5903, 0.5685], [2.0297, -0.7177, 1.5871], [-1.3222, -1.7743, 3.6811], [0.3230, -1.6484, 4.4013], [-0.7398, -3.8478, 2.9056], [0.9615, -3.6101, 3.4432], [1.5421, -2.6440, 1.0528], [0.7729, -4.2560, 1.0184], [-1.5877, -2.8800, 0.7432], [-0.4683, -1.6238, -0.0355], [-0.5102, -4.5576, -0.7120], [0.0373, -2.6473, -3.7199], [0.6356, -1.2680, -2.5916], [1.7862, -2.3900, -3.4017], [-2.2890, -0.0275, 4.1113], [-2.1243, 1.7595, 3.9294], [-3.3573, 1.4661, 1.5197], [-4.2761, 1.2977, 3.0737], [-3.9880, -1.0599, 3.0272], [-3.3086, -1.0343, 1.5015], [-2.4998, 6.1577, 5.4527], [-1.7925, 5.0844, 6.2649], [-0.3309, 5.4340, 6.4929], [-1.8815, 3.8342, 5.5769], [-2.0407, 6.2668, 4.4640], [-3.5456, 5.8868, 5.2878], [-2.4649, 7.1232, 5.9608], [-2.2948, 4.9615, 7.2267], [0.2032, 5.5174, 5.5403], [0.1662, 4.6490, 7.0671], [-0.2305, 6.3777, 7.0322], [-1.4402, 3.9326, 4.7242], [5.3287, -5.6213, -1.2566], [6.0683, -4.3685, -1.6949], [6.1198, -3.3372, -0.5782], [5.4150, -3.8057, -2.8318], [4.2935, -5.3866, -0.9895], [5.2887, -6.3486, -2.0705], [5.8139, -6.0874, -0.3959], [7.0841, -4.6289, -2.0010], [5.1099, -3.0285, -0.2877], [6.6437, -2.4379, -0.9107], [6.6303, -3.7335, 0.3025], [4.5141, -3.5718, -2.5714], [-3.3974, -0.5664, -4.7544], [-1.8935, -0.4631, -4.5578], [-1.4331, 0.9872, -4.5474], [-1.2269, -1.1650, -5.6057], [-3.6974, -0.1313, -5.7126], [-3.7096, -1.6128, -4.7706], [-3.9365, -0.0521, -3.9544], [-1.6130, -0.9442, -3.6174], [-1.6637, 1.4757, -5.4984], [-0.3491, 1.0452, -4.4161], [-1.9135, 1.5483, -3.7418], [-1.4673, -0.7495, -6.4432], [-4.1670, -4.5921, -3.0401], [-4.2850, -4.8234, -4.5393], [-3.6737, -6.1559, -4.9429], [-3.6261, -3.7669, -5.2362], [-3.1167, -4.5684, -2.7312], [-4.6001, -3.6270, -2.7656], [-4.6780, -5.3771, -2.4779], [-5.3367, -4.7978, -4.8332], [-2.6073, -6.1851, -4.6982], [-3.7554, -6.3038, -6.0217], [-4.1701, -6.9875, -4.4378], [-2.6935, -3.7792, -4.9841], [7.4411, -6.2953, -6.2223], [6.1351, -5.7331, -6.7609], [6.0639, -4.2276, -6.5725], [5.0379, -6.3487, -6.0861], [7.5347, -6.1017, -5.1488], [7.4749, -7.3794, -6.3532], [8.3008, -5.8543, -6.7324], [6.0405, -5.9765, -7.8216], [6.1111, -3.9643, -5.5109], [5.1166, -3.8374, -6.9529], [6.8833, -3.7252, -7.0933], [5.1134, -6.1386, -5.1466], [8.7998, -0.7217, -8.0796], [9.5529, -1.8189, -7.3433], [11.0145, -1.4497, -7.1427], [9.4679, -3.0334, -8.0873], [9.2264, -0.5564, -9.0737], [7.7552, -1.0058, -8.2264], [8.8315, 0.2195, -7.5259], [9.0829, -1.9993, -6.3734], [11.5161, -1.3091, -8.1050], [11.5444, -2.2511, -6.6233], [11.1137, -0.5307, -6.5605], [9.8805, -2.8842, -8.9470], [-6.7605, 1.8896, 6.1775], [-6.7118, 3.4069, 6.0908], [-6.8105, 3.8821, 4.6494], [-5.4928, 3.8780, 6.6632], [-5.9212, 1.4417, 5.6349], [-6.6773, 1.5622, 7.2160], [-7.6922, 1.4997, 5.7619], [-7.5298, 3.8344, 6.6756], [-5.9728, 3.5008, 4.0557], [-6.7631, 4.9726, 4.6008], [-7.7436, 3.5524, 4.1874], [-4.7608, 3.5060, 6.1535], [-8.9498, 7.0505, 7.5517], [-7.6720, 7.7853, 7.9278], [-6.7970, 8.0330, 6.7084], [-6.9448, 7.0174, 8.8847], [-8.7220, 6.0715, 7.1176], [-9.5635, 6.8688, 8.4365], [-9.5378, 7.6233, 6.8308], [-7.9222, 8.7378, 8.4002], [-6.4970, 7.0867, 6.2462], [-5.8790, 8.5514, 6.9945], [-7.3204, 8.6355, 5.9620], [-6.7174, 6.1715, 8.4770]],
  "forces_ev_per_a": [[1.0, 0.0, 0.0], [0.1, -0.2, -1.1], [-0.2, 0.1, 0.4], [-0.2, 0.6, -0.5], [0.0, 1.8, 0.3], [1.4, -3.7, 0.9], [1.5, 0.6, -1.1], [-3.6, 1.8, 1.2], [-3.2, 2.4, 0.6], [0.8, -0.4, 0.2], [0.2, -0.2, 0.0], [-0.1, -0.5, 0.0], [0.7, -0.3, 0.5], [0.6, 0.1, -0.6], [1.6, 0.8, -1.3], [0.1, -0.4, 0.0], [-1.6, 0.1, 0.3], [1.5, -2.1, 0.0], [0.3, 1.7, -0.1], [-0.2, -0.4, 1.3], [0.5, 0.6, -0.2], [-1.2, 0.1, -0.6], [-0.3, 1.2, 0.3], [-0.3, -1.0, 0.6], [-0.4, -1.1, 0.5], [0.2, 0.6, 0.8], [0.0, -0.3, -1.3], [0.4, -1.2, 0.2], [0.4, -0.5, 0.9], [1.2, -0.8, -0.5], [-1.1, -0.2, 0.8], [-0.2, 0.6, -0.2], [1.3, 0.5, -0.6], [-0.6, 0.0, -1.0], [1.0, 0.9, -0.1], [-0.8, 0.5, -1.0], [-1.1, -0.6, 0.3], [-0.1, 1.3, 0.4], [0.9, 0.3, -0.5], [-0.3, -1.2, 0.3], [0.0, 0.6, 0.2], [0.5, 0.6, 1.1], [-0.3, -1.0, -0.3], [-1.1, -0.1, 0.9], [0.4, 0.8, -1.0], [0.1, -1.3, -0.7], [-0.1, -0.9, 0.7], [0.9, -0.4, -0.8], [-0.1, 0.1, -0.7], [-0.3, 0.1, 0.4], [-0.3, 0.0, 0.0], [0.4, 0.6, -0.4], [0.1, -0.2, 0.2], [-0.3, -0.6, 0.0], [0.2, 0.0, 0.1], [0.0, 0.0, 0.1], [0.0, 0.0, -0.1], [0.0, -0.2, -0.1], [-0.1, 0.1, 0.0], [-0.1, 0.1, 0.0], [0.0, 0.0, -0.1], [0.0, 0.2, 0.2], [0.0, -0.2, 0.0], [-0.6, 0.1, 0.3], [0.3, 0.2, 0.0], [0.2, 0.1, -0.2], [0.1, 0.1, 0.1], [0.1, 0.0, 0.1], [0.0, 0.0, 0.0], [-0.1, 0.1, -0.2], [0.0, -0.2, 0.0], [0.0, -0.1, 0.0], [0.0, 0.0, 0.0], [0.1, -0.1, 0.0], [-0.2, -0.2, 0.2], [-0.5, 0.5, -0.6], [0.3, 0.0, 0.2], [0.3, -0.3, 0.3], [0.1, 0.1, 0.1], [0.0, 0.2, 0.0], [0.0, 0.0, -0.1], [0.1, -0.1, -0.1], [-0.1, 0.0, 0.1], [0.0, 0.0, 0.0], [0.0, 0.0, -0.1], [0.0, -0.1, 0.1], [-0.2, 0.1, 0.1], [0.6, -0.2, 0.3], [-0.1, -0.1, -0.2], [-0.2, 0.0, -0.1], [0.0, -0.1, -0.1], [0.0, -0.1, 0.0], [0.0, 0.0, 0.0], [0.1, 0.2, -0.1], [-0.1, 0.0, 0.1], [-0.1, 0.0, 0.1], [0.1, 0.0, 0.0], [-0.1, 0.0, -0.1], [0.2, -0.2, -0.2], [0.2, 0.3, 0.6], [-0.1, 0.3, -0.2], [-0.2, -0.2, -0.2], [0.0, 0.1, 0.0], [0.0, 0.1, -0.1], [0.0, 0.0, 0.1], [-0.2, -0.1, 0.1], [0.1, -0.1, 0.0], [0.1, -0.1, -0.1], [0.0, 0.0, 0.0], [0.0, 0.1, -0.1], [-0.3, 0.0, 0.1], [0.3, 0.3, -0.6], [0.1, -0.1, 0.2], [-0.2, -0.2, 0.2], [0.1, 0.0, 0.1], [0.0, 0.0, 0.1], [0.0, 0.0, -0.1], [0.0, -0.2, -0.1], [-0.1, 0.1, 0.0], [-0.1, 0.1, 0.0], [0.0, 0.0, -0.1], [0.0, 0.0, 0.1], [-0.2, -0.1, 0.2], [0.4, -0.4, -0.5], [-0.2, 0.3, 0.0], [0.0, 0.2, 0.2], [0.0, 0.1, -0.1], [-0.1, 0.1, 0.0], [0.1, 0.0, 0.0], [0.2, 0.1, 0.1], [0.0, -0.1, 0.1], [-0.1, -0.1, 0.0], [0.1, 0.0, 0.0], [0.0, 0.0, 0.1], [-0.2, 0.1, 0.1], [0.1, -0.6, -0.4], [0.1, 0.2, -0.1], [0.0, 0.2, 0.2], [0.1, 0.1, -0.1], [0.0, 0.1, 0.0], [0.0, -0.1, 0.0], [0.1, -0.1, 0.1], [-0.1, 0.0, 0.0], [-0.1, 0.0, 0.0], [0.0, 0.0, 0.0], [0.0, 0.1, 0.0]]
}

[2]
{
  "formula": "C3Br2N2",
  "method": "ωB97M-V with the def2-TZVPD basis set",
  "homo_ev": -11.66,
  "total_charge": 0,
  "relative_energy_kcal_mol": 23.3,
  "homo_lumo_gap_ev": 10.694,
  "symbols": ["C", "C", "C", "N", "N", "Br", "Br"],
  "positions_angstrom": [[-0.7900, 0.0121, -1.2244], [-0.3036, -0.0578, 1.2803], [0.5168, 0.0144, 0.1179], [-1.5049, 0.0783, -2.1015], [-1.0041, -0.1186, 2.1804], [1.5793, -1.5806, -0.1778], [1.5066, 1.6523, -0.0749]],
  "forces_ev_per_a": [[4.5, 0.0, 4.3], [0.2, 0.0, 0.2], [-2.4, -0.2, -3.9], [-1.4, 0.0, -1.5], [-0.3, 0.0, 0.6], [-0.3, 0.5, 0.2], [-0.3, -0.4, 0.2]]
}

[3]
{
  "formula": "C3BrClO4",
  "method": "ωB97M-V with the def2-TZVPD basis set",
  "homo_ev": -0.91,
  "total_charge": -2,
  "relative_energy_kcal_mol": 7.1,
  "homo_lumo_gap_ev": 5.926,
  "symbols": ["C", "C", "C", "O", "O", "O", "O", "Cl", "Br"],
  "positions_angstrom": [[0.4458, -1.5512, -0.0400], [-0.1889, 1.2221, -0.3320], [0.6157, 0.0998, 0.0599], [-0.1034, -1.8885, -1.0688], [-0.5259, 2.0353, -1.1229], [0.9679, -2.1366, 0.8894], [-0.1428, 0.9573, 0.9541], [-3.5816, 0.6872, 0.5279], [2.5131, 0.5745, 0.1325]],
  "forces_ev_per_a": [[0.2, 1.7, 0.0], [0.5, -0.5, -1.2], [0.2, -1.1, -0.6], [-0.5, -0.3, -1.0], [-0.4, 0.5, 0.2], [0.4, -0.6, 1.1], [-0.7, 0.4, 1.4], [-0.3, 0.1, 0.1], [0.5, 0.0, 0.0]]
}